[1]
ORCA calculation (ωB97M-V/def2-TZVPD) on a 2-piece molecular cluster, CH5N2S2 overall in a non-equilibrium geometry.

Cartesian coordinates (Å):
C -1.57644 -0.05044 0.84025
N 1.00400 0.40640 0.92909
N -1.87732 -1.02735 0.02877
S -0.73430 2.19983 2.56870
S -2.02617 0.94059 2.00416
H 1.42495 1.05823 0.27346
H 1.18211 -0.50052 0.53324
H -2.56841 -0.99544 -0.71004
H -1.53000 -1.90349 0.06967
H 1.70097 0.52200 1.70467

Energy relative to the best compared isomer or geometry (same formula, charge and spin): 87.47 kcal/mol
Orbital gap (alpha / beta): 7.494 / 7.499 eV
Net charge: +1
LUMO energy (alpha / beta): -0.228 / -0.228 Ha
Calculated total energy: -946.6113 a.u.



[2]
ORCA calculation (ωB97M-V/def2-TZVPD) on a 2-piece molecular cluster, CH5N2Si overall in a non-equilibrium geometry.

Cartesian coordinates (Å):
C 0.52276 -1.28171 -0.13727
N -0.46997 2.43782 -1.34707
N -0.20712 1.77152 -0.48516
Si 0.21621 0.44635 0.60295
H 1.43121 -1.76413 -0.51368
H 0.29662 -1.88657 0.76885
H -0.11885 -1.54764 -0.87127
H 0.72964 1.28522 1.62110
H -2.40050 0.53914 0.36155

Energy relative to the best compared isomer or geometry (same formula, charge and spin): 92.48 kcal/mol
Orbital gap (alpha / beta): 8.756 / 7.898 eV
Net charge: +1
LUMO energy (alpha / beta): -0.246 / -0.224 Ha
Calculated total energy: -439.6655 a.u.



[3]
ORCA calculation (ωB97M-V/def2-TZVPD) on an isolated ion of composition CH5N3 and charge -1 in a non-equilibrium geometry.

Cartesian coordinates (Å):
N -0.03621 -0.88508 -1.18778
C -0.17217 -0.16496 0.06642
N 0.67481 0.94632 0.24271
N -1.04693 -0.34876 1.03375
H 0.09243 -1.87486 -0.96290
H 0.28480 -0.42503 -2.03958
H 0.06840 1.78873 -0.17400
H 0.60269 1.15771 1.16955
H -0.46782 -0.19408 1.85182

Energy relative to the best compared isomer or geometry (same formula, charge and spin): 40.65 kcal/mol
2S+1: 2
Orbital gap (alpha / beta): 3.963 / 8.865 eV
Net charge: -1
LUMO energy (alpha / beta): 0.187 / 0.176 Ha
Calculated total energy: -205.2670 a.u.



[4]
ORCA calculation (ωB97M-V/def2-TZVPD) on one molecule with the formula CH5N3 in a non-equilibrium geometry.

Cartesian coordinates (Å):
N -1.28909 0.48783 -0.05810
C -0.09831 0.04602 -0.04178
N 0.49956 -0.58049 -1.11902
N 0.66905 0.03030 1.12789
H -1.96945 0.16520 0.61603
H 1.42755 -0.23889 -1.34547
H -0.08252 -0.47231 -1.93897
H 1.63948 -0.21575 1.03946
H 0.46326 0.84412 1.67844

Energy relative to the best compared isomer or geometry (same formula, charge and spin): 20.16 kcal/mol
SMILES: N=C(N)N
Orbital gap: 9.535 eV
LUMO energy: 0.033 Ha
Calculated total energy: -205.3590 a.u.



[5]
ORCA calculation (ωB97M-V/def2-TZVPD) on one molecule with the formula CH5N3 in a non-equilibrium geometry.

Cartesian coordinates (Å):
N 0.21040 1.39926 0.06162
C -0.03869 0.19315 -0.01916
N 0.79999 -0.78037 -0.63656
N -1.08815 -0.45710 0.58694
H 1.07714 1.48608 -0.43116
H 1.43717 -0.47811 -1.36554
H 0.80484 -1.80746 -0.47821
H -1.15274 -1.47378 0.67329
H -1.38992 -0.01816 1.63256

Energy relative to the best compared isomer or geometry (same formula, charge and spin): 26.75 kcal/mol
SMILES: N=C(N)N
Orbital gap: 9.931 eV
LUMO energy: 0.030 Ha
Calculated total energy: -205.3485 a.u.



[6]
ORCA calculation (ωB97M-V/def2-TZVPD) on one molecule with the formula CH5N3 in a non-equilibrium geometry.

Cartesian coordinates (Å):
H 0.68677 -1.50676 1.71469
N 0.08271 -0.68300 1.78514
C -0.06486 0.06490 0.73666
N 0.22698 -0.16224 -0.54583
N -0.23859 0.64159 -1.65625
H -0.66217 0.94017 0.86553
H 1.06173 -0.61949 -0.76981
H 0.06548 1.56466 -1.55768
H -1.26033 0.65750 -1.75419

Energy relative to the best compared isomer or geometry (same formula, charge and spin): 50.82 kcal/mol
SMILES: [H]/N=C\NN
Orbital gap: 10.224 eV
LUMO energy: 0.038 Ha
Calculated total energy: -205.3101 a.u.



[7]
ORCA calculation (ωB97M-V/def2-TZVPD) on a 2-piece molecular cluster, CH5N3 overall in a non-equilibrium geometry.

Cartesian coordinates (Å):
C -1.98879 -0.70126 0.07518
N 2.34986 0.38631 0.12429
N -0.78469 1.34643 -0.10543
N -1.36182 0.37965 -0.00029
H -3.03167 -0.71026 0.32216
H -1.46244 -1.62580 -0.06511
H 2.64665 0.60108 -0.81934
H 1.50696 0.92061 0.30388
H 2.12593 -0.59677 0.16468

Energy relative to the best compared isomer or geometry (same formula, charge and spin): 60.27 kcal/mol
Orbital gap: 9.683 eV
LUMO energy: 0.029 Ha
Calculated total energy: -205.2950 a.u.



[8]
ORCA calculation (ωB97M-V/def2-TZVPD) on one molecule with the formula CH5N3 in a non-equilibrium geometry.

Cartesian coordinates (Å):
N -0.19342 1.22334 -0.46419
C 0.07739 0.17063 0.15903
N 0.17647 0.04208 1.47518
N -0.38729 -0.97609 -0.64409
H -0.11504 1.27900 -1.46414
H 0.47845 -0.89728 1.51467
H 0.52868 0.89834 1.99805
H 0.41956 -1.14388 -1.21161
H -0.98480 -0.59614 -1.36290

Energy relative to the best compared isomer or geometry (same formula, charge and spin): 46.71 kcal/mol
SMILES: N=C(N)N
Orbital gap: 9.319 eV
LUMO energy: 0.030 Ha
Calculated total energy: -205.3167 a.u.



> Number 5 is which compound?

CH5N3



> calculated total energy of number 3 (CH5N3)?

-205.2670 a.u.



> Which value of energy relative to the best compared isomer or geometry (same formula, charge and spin) does entry 6 give?

50.82 kcal/mol



> What is the calculated total energy in the first record?

-946.6113 a.u.